{
  "formula": "CHCl2NO3",
  "method": "ωB97M-V/def2-TZVPD",
  "symbols": ["C", "N", "O", "O", "O", "Cl", "Cl", "H"],
  "xyz": [[-0.42, -0.24, 0.86], [-1.56, 1.11, -1.79], [-2.62, 0.70, -1.38], [-1.40, 1.93, -2.68], [-0.43, 0.69, -1.33], [0.08, 1.12, 1.64], [-2.02, -0.79, 0.97], [0.17, -0.96, 0.28]],
  "max_force_ev_per_a": 3.01,
  "energy_ev": -33723.7414,
  "de_lowest_kcal_mol": 53.1,
  "gap_ev": [6.81, 6.82]
}

---

{
  "formula": "C24H58F2N7O9S2V",
  "method": "ωB97M-V/def2-TZVPD",
  "symbols": ["O", "V", "N", "S", "O", "O", "F", "S", "O", "O", "F", "C", "C", "N", "C", "C", "C", "C", "H", "H", "H", "H", "H", "H", "H", "H", "H", "H", "H", "H", "H", "H", "H", "C", "C", "N", "C", "C", "C", "C", "H", "H", "H", "H", "H", "H", "H", "H", "H", "H", "H", "H", "H", "H", "H", "C", "O", "N", "C", "C", "H", "H", "H", "H", "H", "H", "H", "C", "O", "N", "C", "C", "H", "H", "H", "H", "H", "H", "H", "C", "O", "N", "C", "C", "H", "H", "H", "H", "H", "H", "H", "C", "O", "N", "C", "C", "H", "H", "H", "H", "H", "H", "H"],
  "xyz": [[-0.03, -0.80, -0.23], [-1.23, -1.94, -0.22], [-0.07, -3.45, -0.96], [-0.01, -4.60, -1.96], [0.33, -5.97, -1.64], [0.20, -4.18, -3.33], [-1.60, -4.73, -1.95], [1.53, -3.90, -0.37], [2.69, -4.05, -1.27], [1.46, -4.73, 0.82], [1.78, -2.42, 0.33], [3.14, 0.64, -1.55], [3.73, 2.02, -1.13], [4.56, 2.55, -2.24], [5.59, 3.48, -1.72], [4.99, 4.81, -1.15], [3.89, 3.11, -3.39], [4.75, 3.22, -4.69], [3.77, -0.24, -1.69], [2.57, 0.70, -2.47], [2.40, 0.39, -0.79], [2.92, 2.72, -0.94], [4.33, 1.93, -0.23], [6.11, 3.01, -0.89], [6.38, 3.74, -2.42], [4.50, 5.38, -1.94], [4.29, 4.69, -0.32], [5.85, 5.36, -0.78], [3.37, 4.07, -3.29], [3.17, 2.37, -3.74], [5.57, 3.94, -4.64], [4.14, 3.57, -5.53], [5.22, 2.25, -4.85], [1.42, 2.05, 1.57], [2.83, 1.52, 2.05], [2.75, 1.23, 3.49], [3.11, 2.57, 4.16], [2.46, 2.71, 5.51], [3.60, 0.08, 3.86], [3.26, -1.24, 3.20], [1.16, 2.32, 0.55], [1.07, 2.94, 2.09], [0.74, 1.24, 1.82], [3.11, 0.67, 1.42], [3.51, 2.33, 1.79], [4.19, 2.71, 4.27], [2.95, 3.39, 3.46], [2.79, 3.62, 6.01], [1.37, 2.73, 5.47], [2.67, 1.99, 6.30], [3.40, -0.07, 4.92], [4.66, 0.32, 3.87], [3.73, -1.37, 2.22], [2.18, -1.38, 3.17], [3.70, -1.92, 3.92], [-1.72, -2.60, 3.06], [-1.25, -2.58, 1.91], [-1.89, -1.42, 3.70], [-1.75, -0.14, 3.02], [-2.33, -1.36, 5.08], [-2.07, -3.49, 3.61], [-1.32, -0.10, 2.02], [-1.04, 0.50, 3.56], [-2.70, 0.36, 2.85], [-3.23, -0.75, 5.14], [-2.58, -2.31, 5.56], [-1.57, -0.93, 5.73], [-4.37, -3.35, 0.46], [-3.28, -2.84, 0.08], [-5.45, -3.17, -0.36], [-6.74, -3.83, 0.05], [-5.41, -2.51, -1.66], [-4.61, -3.97, 1.33], [-7.62, -3.20, -0.12], [-6.85, -4.14, 1.08], [-6.92, -4.74, -0.54], [-4.43, -2.05, -1.78], [-5.56, -3.27, -2.42], [-6.09, -1.66, -1.59], [-2.14, -1.75, -3.50], [-1.75, -1.62, -2.29], [-1.47, -1.20, -4.53], [-0.31, -0.32, -4.32], [-2.04, -1.25, -5.84], [-2.97, -2.35, -3.90], [0.19, -0.52, -3.37], [-0.50, 0.74, -4.46], [0.43, -0.66, -5.04], [-2.31, -0.20, -5.92], [-1.35, -1.48, -6.65], [-3.01, -1.74, -5.93], [-2.99, 0.81, -0.09], [-2.62, -0.34, 0.01], [-4.21, 1.25, 0.27], [-4.73, 2.49, -0.28], [-5.07, 0.23, 0.92], [-2.38, 1.61, -0.52], [-4.17, 3.41, -0.42], [-5.60, 2.89, 0.23], [-5.05, 2.21, -1.28], [-5.83, 0.76, 1.50], [-5.59, -0.29, 0.12], [-4.68, -0.53, 1.59]],
  "max_force_ev_per_a": 10.45,
  "energy_ev": -107470.5555,
  "spin_multiplicity": 2,
  "s2": 0.84,
  "total_charge": 1,
  "de_lowest_kcal_mol": 90.0,
  "gap_ev": [6.03, 6.43]
}

---

{
  "formula": "C3H6N3",
  "method": "ωB97M-V/def2-TZVPD",
  "symbols": ["C", "N", "C", "N", "N", "C", "H", "H", "H", "H", "H", "H"],
  "xyz": [[-0.35, 1.46, 0.33], [0.15, 0.14, -0.13], [0.69, -0.22, -1.28], [0.71, -1.60, -1.37], [0.33, -2.14, -0.32], [-0.10, -1.05, 0.63], [-1.31, 1.43, 0.76], [-0.52, 2.02, -0.49], [0.19, 1.71, 1.15], [1.00, 0.47, -1.98], [-1.26, -1.18, 1.00], [0.47, -1.05, 1.70]],
  "smiles": "C[N+]1=CN=NC1",
  "max_force_ev_per_a": 4.72,
  "energy_ev": -7668.3240,
  "total_charge": 1,
  "de_lowest_kcal_mol": 70.4,
  "gap_ev": 8.92
}

---

{
  "formula": "C5H7NO2",
  "method": "ωB97M-V/def2-TZVPD",
  "symbols": ["C", "C", "C", "O", "N", "C", "C", "O", "H", "H", "H", "H", "H", "H", "H"],
  "xyz": [[1.01, 1.92, -0.10], [1.15, 0.62, -0.19], [2.26, -0.33, -0.06], [3.42, -0.12, 0.19], [1.39, -1.41, -0.15], [0.23, -0.62, -0.47], [-0.95, -0.79, 0.58], [-2.19, -0.20, 0.13], [0.05, 2.44, -0.09], [1.79, 2.39, 0.43], [1.61, -2.46, -0.11], [-0.20, -0.67, -1.50], [-0.68, -0.25, 1.51], [-1.16, -1.79, 0.38], [-2.02, 0.71, 0.18]],
  "smiles": "C=C1C(=O)N[C@H]1CO",
  "max_force_ev_per_a": 3.29,
  "energy_ev": -10881.2391,
  "de_lowest_kcal_mol": 54.8,
  "gap_ev": 10.44
}